The following is a DFT calculation (ωB97M-V with the def2-TZVPD basis set) of a structure of composition C25H24HfN8PS3Se at a distorted geometry.

Structure (XYZ):
```
63
Properties=species:S:1:pos:R:3:forces:R:3:mulliken_spin:R:1
Hf -0.480 -0.008 0.527 1.0 0.9 1.7 0.004
C -3.785 -1.935 -3.750 -2.0 0.3 0.4 0.000
N -3.342 -1.734 -2.366 -1.3 -1.0 -0.9 -0.001
C -3.820 -2.343 -1.206 1.0 0.7 -0.5 -0.002
C -2.961 -1.906 -0.236 -1.5 -1.1 1.3 0.005
N -2.065 -1.072 -0.759 1.2 1.0 -0.4 -0.029
C -2.305 -0.968 -2.062 0.2 0.6 0.7 0.016
P -1.543 0.278 -3.177 0.5 -1.0 0.5 -0.003
C -1.786 1.712 -2.062 -0.6 -0.3 -0.7 0.001
N -1.003 1.821 -1.007 -1.5 0.9 0.9 0.000
C -1.533 2.886 -0.294 0.4 1.0 -0.3 -0.001
C -2.600 3.448 -0.972 1.4 -1.7 0.1 0.000
N -2.790 2.666 -2.128 2.7 0.0 2.6 0.000
C -3.830 2.805 -3.074 0.3 0.0 -0.1 0.000
C 0.181 -0.232 -2.677 0.5 0.1 0.1 -0.001
N 0.697 -0.535 -1.468 -0.9 1.4 -0.4 0.015
C 2.056 -0.556 -1.584 0.6 -1.2 -0.7 -0.007
C 2.384 -0.407 -2.909 -1.2 0.6 0.5 -0.002
N 1.195 -0.190 -3.573 0.5 -0.3 0.5 0.000
C 1.146 0.062 -4.970 -0.9 1.9 -1.2 0.000
H -2.965 -1.994 -4.422 0.8 0.5 -0.4 0.000
H -4.549 -1.153 -4.045 1.1 -0.8 0.2 0.000
H -4.263 -2.904 -3.865 -0.2 0.0 0.4 0.000
H -4.708 -2.931 -1.121 -0.1 -0.3 -0.3 0.000
H -3.012 -2.143 0.838 0.2 0.3 -0.7 0.004
H -1.031 3.228 0.629 -0.6 -0.3 -0.7 0.000
H -3.194 4.257 -0.612 -0.5 0.2 -0.4 0.000
H -4.444 1.973 -3.050 -1.2 -2.0 -0.1 0.000
H -3.488 2.974 -4.054 0.6 0.2 -1.2 0.000
H -4.474 3.585 -2.822 -0.7 1.6 0.6 0.000
H 2.742 -0.815 -0.770 -0.7 0.3 -0.3 0.008
H 3.290 -0.217 -3.432 0.6 -0.4 -0.1 0.000
H 0.152 0.035 -5.397 -0.7 0.5 0.7 0.000
H 1.541 -0.670 -5.611 1.5 -1.3 -0.2 0.000
H 1.576 1.053 -5.221 -0.1 -0.6 0.2 0.000
S 1.859 1.142 0.945 -0.4 0.3 0.0 0.000
C 2.280 1.712 2.589 1.5 -1.1 -1.0 0.001
C 3.560 1.345 3.064 -1.0 0.3 -0.1 0.001
C 3.933 1.631 4.367 0.8 -0.6 -0.8 -0.002
C 3.104 2.322 5.202 -1.2 0.2 0.3 0.000
C 1.837 2.697 4.728 2.1 0.8 0.0 0.001
C 1.509 2.475 3.398 -2.1 0.7 1.5 -0.001
H 4.213 0.881 2.357 0.4 -0.5 -0.1 0.003
H 4.892 1.285 4.723 0.2 0.1 0.0 0.000
H 3.454 2.570 6.195 -0.2 0.0 0.1 0.000
H 1.294 3.417 5.305 -0.7 -0.1 0.3 0.000
H 0.527 2.860 3.137 0.3 -0.2 -0.5 0.000
Se 0.053 -3.440 -0.073 0.3 -0.1 -0.6 0.182
N 0.185 -1.973 1.042 0.0 -0.4 0.1 0.099
C 1.267 -2.268 1.863 -0.2 -1.4 -0.5 0.124
C 1.525 -1.592 3.029 -0.2 0.8 0.2 -0.048
C 2.667 -1.937 3.767 -1.6 1.7 0.4 0.133
C 3.466 -2.986 3.351 1.0 0.1 1.0 -0.051
C 3.188 -3.723 2.237 1.1 -1.6 -1.3 0.124
C 2.067 -3.423 1.440 -0.1 1.9 1.0 0.019
N 1.728 -4.034 0.313 -1.0 -0.6 -0.4 0.394
H 0.760 -0.795 3.228 1.3 -0.7 0.5 -0.003
H 2.861 -1.305 4.659 0.2 -0.8 -0.6 0.008
H 4.334 -3.190 3.983 -0.1 -0.2 -0.4 0.003
H 3.857 -4.569 1.882 -0.9 1.1 0.7 -0.001
S -1.240 0.990 2.943 -0.2 -0.9 -1.7 0.007
S -3.840 1.216 1.394 -0.3 -0.4 -0.1 -0.002
C -2.329 0.622 1.636 0.5 0.6 0.4 0.004
```
Positions in Å, forces in eV/Å.

Multiplicity: 2
Frontier orbital gap (spin up / spin down): 5.4 / 6.1 eV
LUMO (spin up / spin down): -0.46 / -0.49 eV



The following is a DFT calculation (ωB97M-V with the def2-TZVPD basis set) of the molecule C25H24N2O3.

Structure (XYZ):
```
54
Properties=species:S:1:pos:R:3:forces:R:3:nbo_charge:R:1
C -5.884 -0.110 5.056 0.1 -0.1 0.2 -0.253
O -6.146 0.451 3.793 0.0 0.1 -0.4 -0.487
C -5.101 0.702 2.960 0.0 0.1 -0.2 0.314
C -3.765 0.442 3.250 -0.2 -0.1 0.3 -0.325
C -2.783 0.741 2.325 0.0 0.1 -0.3 -0.100
C -3.092 1.306 1.086 -0.4 -0.2 0.5 -0.149
C -2.100 1.636 0.088 0.8 0.0 -0.2 -0.107
C -0.765 1.548 0.216 -0.7 -0.1 0.5 -0.279
C 0.118 1.890 -0.862 0.3 0.4 -0.8 0.364
N -0.285 2.368 -2.017 -0.5 -0.1 0.3 -0.473
C 0.837 2.536 -2.771 0.8 -0.2 0.2 0.091
C 0.989 3.010 -4.071 0.0 0.0 0.1 -0.198
C 2.265 3.060 -4.588 0.0 0.1 -0.2 -0.232
C 3.376 2.650 -3.846 0.1 0.0 0.0 -0.217
C 3.250 2.178 -2.555 0.1 -0.1 0.1 -0.265
C 1.971 2.131 -2.024 -0.3 0.3 -0.7 0.167
N 1.489 1.741 -0.802 -0.4 0.2 0.0 -0.368
C 2.289 1.175 0.251 0.1 -0.3 0.3 -0.224
C 2.514 -0.307 0.055 0.3 0.0 0.0 -0.048
C 3.767 -0.865 0.197 -0.2 0.2 0.0 -0.229
C 3.955 -2.230 0.019 0.0 -0.4 0.0 -0.248
C 2.893 -3.052 -0.313 -0.1 -0.1 0.0 0.233
O 2.970 -4.396 -0.512 -0.3 0.3 0.0 -0.480
C 4.223 -5.018 -0.388 0.2 -0.1 0.0 -0.251
C 1.607 -2.485 -0.468 0.0 -0.1 0.0 0.347
O 0.614 -3.353 -0.798 0.5 0.0 0.1 -0.493
C -0.680 -2.840 -1.001 -0.3 0.1 0.0 -0.254
C 1.437 -1.126 -0.279 -0.1 -0.2 0.0 -0.319
C -4.443 1.554 0.808 0.3 -0.1 0.1 -0.147
C -5.427 1.263 1.722 -0.1 -0.1 0.3 -0.258
H -5.416 -1.096 4.969 0.0 0.0 0.0 0.177
H -6.854 -0.215 5.538 0.1 0.0 0.0 0.202
H -5.248 0.543 5.662 0.0 0.0 0.0 0.177
H -3.477 0.005 4.193 0.0 0.0 0.1 0.219
H -1.757 0.523 2.578 0.1 0.0 0.0 0.197
H -2.476 1.994 -0.860 0.0 0.0 -0.1 0.229
H -0.311 1.207 1.135 0.0 0.0 0.1 0.201
H 0.130 3.322 -4.642 -0.1 0.0 -0.1 0.219
H 2.418 3.422 -5.595 0.0 0.0 -0.1 0.211
H 4.356 2.702 -4.297 0.1 0.0 0.0 0.211
H 4.112 1.854 -1.991 0.1 0.0 0.0 0.213
H 1.793 1.357 1.211 0.1 0.1 -0.1 0.217
H 3.251 1.696 0.271 -0.1 0.0 0.1 0.218
H 4.614 -0.245 0.453 0.1 0.1 0.0 0.207
H 4.946 -2.637 0.138 0.1 -0.1 0.0 0.214
H 4.944 -4.624 -1.113 0.0 0.0 0.0 0.175
H 4.049 -6.073 -0.592 0.1 0.1 0.0 0.202
H 4.630 -4.909 0.624 0.0 0.0 0.0 0.174
H -1.293 -3.696 -1.278 0.0 0.1 0.0 0.201
H -1.085 -2.387 -0.089 0.0 0.0 0.0 0.176
H -0.702 -2.103 -1.810 0.0 0.0 0.0 0.182
H 0.461 -0.684 -0.400 -0.1 0.0 -0.1 0.226
H -4.711 1.988 -0.144 0.0 0.0 -0.1 0.215
H -6.466 1.458 1.508 -0.1 0.0 0.0 0.226
```
Positions in Å, forces in eV/Å.

Frontier orbital gap: 7.6 eV
SMILES string: COc1ccc(/C=C/c2nc3ccccc3n2Cc2ccc(OC)c(OC)c2)cc1
LUMO: 0.08 eV



The following is a DFT calculation (ωB97M-V with the def2-TZVPD basis set) of a structure of composition C25H24N9NaO3S2.

Structure (XYZ):
```
64
Properties=species:S:1:pos:R:3:forces:R:3:nbo_charge:R:1
Na -2.006 -1.148 0.886 -0.3 0.4 -0.1 0.892
C 3.009 -3.190 0.066 0.0 0.1 0.0 -0.224
N 2.087 -2.481 0.906 0.0 0.1 -0.1 -0.346
C 0.698 -2.349 0.518 0.1 -0.1 -0.1 -0.031
N 0.325 -0.977 0.881 0.1 0.1 0.1 -0.789
C 1.483 -0.483 1.376 -0.1 -0.1 -0.1 0.180
N 2.551 -1.215 1.397 0.0 0.0 0.0 -0.414
C 3.137 -2.760 -1.386 0.0 0.0 0.0 -0.028
C 3.717 -3.638 -2.296 0.0 0.0 0.0 -0.192
C 3.893 -3.281 -3.625 0.0 0.0 0.0 -0.209
C 3.476 -2.039 -4.070 0.0 0.0 0.0 -0.191
C 2.883 -1.160 -3.169 0.0 0.0 0.0 -0.047
C 2.717 -1.515 -1.831 0.0 0.1 0.0 -0.211
C 2.431 0.140 -3.657 0.0 0.0 -0.1 0.457
N 2.571 0.650 -4.834 0.0 -0.1 0.0 -0.295
N 1.960 1.891 -4.802 0.0 0.1 0.0 -0.283
C 1.499 2.039 -3.610 0.0 0.0 -0.1 0.434
O 1.761 0.970 -2.822 0.0 0.0 0.1 -0.418
C 0.758 3.167 -3.053 0.0 0.0 0.1 -0.025
C 0.412 4.241 -3.870 0.0 0.0 0.0 -0.188
C -0.302 5.300 -3.340 0.0 0.0 0.0 -0.200
C -0.677 5.295 -2.002 0.0 0.0 0.0 -0.182
C -0.327 4.230 -1.185 0.0 0.0 0.0 -0.046
C -0.737 4.195 0.266 0.0 0.0 0.0 -0.227
N -1.702 3.136 0.528 0.1 0.0 0.0 -0.170
C -1.482 1.906 0.997 0.0 0.1 0.0 0.191
N -2.603 1.208 0.971 0.0 -0.1 0.0 -0.569
C -3.498 2.088 0.444 0.0 0.0 0.0 0.138
N -2.994 3.268 0.162 0.0 0.0 0.0 -0.274
C 0.393 3.167 -1.713 0.0 0.0 0.0 -0.201
H 2.747 -4.255 0.078 0.0 0.0 0.0 0.191
H 3.987 -3.103 0.543 0.0 0.0 0.0 0.232
H 0.522 -2.567 -0.551 0.0 0.0 0.0 0.179
H 1.540 0.536 1.748 0.0 0.0 0.0 0.168
H 4.036 -4.618 -1.958 0.0 0.0 0.0 0.208
H 4.350 -3.976 -4.317 0.0 0.0 0.0 0.215
H 3.595 -1.740 -5.102 0.0 0.0 0.0 0.233
H 2.266 -0.818 -1.136 0.0 0.0 0.0 0.240
H 0.707 4.225 -4.910 0.0 0.0 0.0 0.241
H -0.576 6.134 -3.972 0.0 0.0 0.0 0.221
H -1.251 6.119 -1.595 0.0 0.0 0.0 0.215
H -1.190 5.137 0.566 0.0 0.0 0.0 0.230
H 0.124 4.004 0.906 0.0 0.0 0.0 0.223
H -0.519 1.539 1.318 0.0 0.0 0.0 0.231
H -4.532 1.839 0.264 0.0 0.0 0.0 0.213
H 0.668 2.324 -1.088 0.0 0.0 0.0 0.227
S -5.196 -1.360 1.152 0.2 0.0 0.1 -0.156
C -4.605 -1.036 2.657 -0.1 -0.1 0.1 -0.082
N -4.928 0.018 3.425 0.0 0.1 -0.1 -0.592
C -4.033 0.320 4.533 0.0 0.0 0.0 -0.225
C -3.526 -1.034 5.008 0.0 -0.1 0.0 -0.539
S -3.442 -2.051 3.503 0.0 0.0 -0.2 0.323
H -5.471 0.749 2.989 0.0 0.0 0.0 0.417
H -4.567 0.846 5.322 0.0 0.0 0.0 0.218
H -3.206 0.943 4.182 0.0 0.0 0.0 0.201
H -4.224 -1.504 5.699 0.0 0.0 0.0 0.225
H -2.544 -0.971 5.468 0.0 0.0 0.0 0.243
C 1.195 -3.961 3.039 0.1 0.0 0.1 -0.241
O -0.086 -3.877 2.391 0.0 -0.1 -0.1 -0.499
C -0.314 -3.247 1.243 0.0 0.0 0.2 0.806
O -1.455 -3.273 0.814 0.0 -0.2 0.0 -0.678
H 1.598 -2.976 3.259 0.0 0.0 0.0 0.208
H 1.906 -4.514 2.430 0.0 0.0 0.0 0.188
H 0.992 -4.506 3.957 0.0 0.0 0.0 0.184
```
Positions in Å, forces in eV/Å.

Frontier orbital gap: 6.3 eV
LUMO: -0.07 eV



The following is a DFT calculation (ωB97M-V with the def2-TZVPD basis set) of a structure of composition C25H25BN8O2Pb at a distorted geometry.

Structure (XYZ):
```
62
Properties=species:S:1:pos:R:3:forces:R:3:lowdin_charge:R:1
H -0.203 -3.528 -2.502 0.0 0.1 -0.2 0.131
N -1.615 -1.964 -2.556 0.0 0.2 -0.1 0.072
B -3.880 -0.569 -2.537 -0.1 0.6 0.6 -0.453
N -2.969 -1.843 -2.648 0.2 -0.2 -0.5 0.045
C -3.444 -3.083 -2.798 0.4 0.3 0.2 -0.002
Pb -0.665 1.019 -1.781 1.1 -0.5 2.7 1.452
H -4.509 -3.202 -2.850 -0.1 -0.3 -0.1 0.142
C -2.394 -3.992 -2.800 0.2 0.1 0.1 0.017
H -2.489 -5.052 -2.861 0.1 -0.3 -0.1 0.116
C -1.232 -3.242 -2.644 -1.1 -0.3 0.1 -0.018
H -5.019 -0.789 -2.803 0.1 -0.4 -0.2 0.129
C -0.980 2.991 -0.962 -0.1 1.7 0.7 -0.210
H -0.196 3.660 -1.332 -0.2 -0.1 0.1 0.024
H -0.870 2.868 0.125 0.0 -0.1 -0.4 -0.001
H -1.988 3.347 -1.249 0.5 -0.4 0.0 0.044
N -3.377 0.542 -3.507 1.0 0.8 0.2 0.005
N -3.851 -0.074 -1.055 1.0 0.2 -0.3 -0.029
N -2.119 1.107 -3.326 -2.5 0.4 -2.8 -0.193
N -2.631 0.285 -0.521 -0.6 0.4 0.4 -0.051
C -4.038 1.239 -4.452 1.2 0.2 0.2 0.001
C -4.834 0.116 -0.149 0.9 0.3 0.3 -0.023
H -5.049 0.967 -4.709 0.0 0.0 -0.1 0.142
H -5.864 -0.120 -0.385 0.2 0.0 0.0 0.138
C -3.199 2.265 -4.934 0.2 -0.5 0.4 -0.001
C -4.254 0.636 1.015 0.3 -0.2 -0.7 -0.017
C -2.004 2.144 -4.217 -1.5 -0.8 0.5 -0.111
C -2.880 0.728 0.734 -0.7 -0.2 -0.7 -0.116
H -3.418 3.000 -5.695 -0.1 -0.2 0.1 0.118
H -4.743 0.916 1.932 -0.1 0.0 0.0 0.109
H -1.147 2.805 -4.208 0.0 -0.2 -0.2 0.119
H -2.094 1.138 1.356 0.0 -0.2 -0.1 0.108
H -0.960 -1.187 -2.611 -0.6 -0.5 0.0 0.051
O 0.653 -2.430 -0.484 0.3 1.2 0.8 0.072
C 0.921 -1.488 0.251 -0.4 0.0 -0.5 -0.514
N 1.741 -1.561 1.391 0.3 -0.5 -0.6 0.251
C 2.174 -0.259 1.822 0.1 0.7 0.3 -0.281
C 1.051 0.572 1.158 -0.7 1.9 0.9 -0.407
O 0.666 1.695 1.516 0.9 -1.9 -1.0 0.057
N 0.535 -0.155 0.131 -0.5 -0.7 -0.4 0.056
C 2.215 -0.252 3.344 -0.1 -0.1 -0.3 -0.140
C 1.375 0.538 4.126 -0.5 0.2 0.7 0.017
C 1.443 0.468 5.524 0.0 0.1 -0.6 -0.026
C 2.352 -0.401 6.135 -0.1 0.1 0.0 -0.022
C 3.195 -1.201 5.347 0.1 0.0 -0.7 -0.027
C 3.129 -1.120 3.953 0.2 -0.5 1.0 -0.025
C 3.492 0.159 1.171 0.0 0.2 0.8 -0.116
C 4.463 0.863 1.892 0.4 0.0 -0.1 0.015
C 5.671 1.218 1.277 -0.6 0.1 0.8 -0.012
C 5.903 0.894 -0.063 -0.3 -0.3 -0.6 -0.022
C 4.913 0.228 -0.791 0.0 0.1 0.1 -0.032
C 3.709 -0.125 -0.177 0.4 -0.2 -0.7 0.007
H 2.200 -2.434 1.617 0.2 0.0 0.0 0.178
H 0.680 1.219 3.638 0.2 -0.2 0.3 0.111
H 0.777 1.103 6.113 0.3 -0.3 -0.1 0.123
H 2.401 -0.455 7.226 0.0 0.0 -0.4 0.126
H 3.908 -1.886 5.814 -0.3 0.3 -0.1 0.124
H 3.803 -1.733 3.348 -0.2 0.2 0.2 0.133
H 4.277 1.134 2.935 0.2 -0.1 -0.4 0.133
H 6.427 1.749 1.860 -0.2 -0.2 -0.3 0.128
H 6.845 1.169 -0.540 -0.3 -0.1 0.2 0.127
H 5.060 -0.022 -1.839 0.1 0.1 0.2 0.119
H 2.937 -0.617 -0.763 0.3 0.0 0.1 0.112
```
Positions in Å, forces in eV/Å.

Frontier orbital gap (spin up / spin down): 6.1 / 3.8 eV
LUMO (spin up / spin down): -8.43 / -10.09 eV
Total charge: +2